The following is a quantum chemistry calculation of a single C4H4FNS2 molecule, from the Open Molecules 2025 dataset.

Element x y z (Å)
N  -0.180  2.965  -1.096
C  0.108  1.851  -0.654
C  0.435  0.423  -0.165
S  2.221  0.254  0.082
C  -0.502  0.357  1.036
F  -1.206  1.508  1.213
C  -0.714  -0.534  -0.162
S  -0.364  -2.332  0.398
H  2.700  -0.489  -0.952
H  -0.480  -0.359  2.083
H  -1.562  -0.568  -0.959
H  -0.455  -3.074  -0.823

Summary:
highest occupied orbital energy = -9.86 eV
SMILES = N#C[C@@]1(S)[C@@H](F)[C@@H]1S
gap between HOMO and LUMO = 9.988 eV

The following is a quantum chemistry calculation of a single C4H4FNS2 molecule, from the Open Molecules 2025 dataset.

Element x y z (Å)
F  -1.927  -1.046  0.993
C  -0.855  -1.254  0.213
C  0.105  -0.470  -0.234
C  1.012  -0.901  -1.274
S  1.132  -2.369  -2.001
N  0.454  0.842  0.291
C  -0.424  1.651  1.022
S  -0.099  3.277  1.328
H  -0.896  -2.326  -0.093
H  1.469  0.055  -1.744
H  1.317  1.317  -0.076
H  -1.287  1.222  1.575

Summary:
highest occupied orbital energy = -8.87 eV
SMILES = F/C=C(/C=S)NC=S
gap between HOMO and LUMO = 7.385 eV

The following is a quantum chemistry calculation of a molecular structure, C4H4HgLiMgO2, from the Open Molecules 2025 dataset.

Element x y z (Å)
O  1.696  -1.376  -1.717
C  0.718  -0.677  -1.272
C  0.355  0.052  -0.241
Li  1.704  -2.421  -3.220
Hg  2.593  -2.098  0.181
H  -0.370  -0.176  -1.707
C  -1.231  1.414  1.523
C  -1.207  0.198  0.745
O  -0.213  2.146  1.666
H  -2.205  1.827  1.831
H  -2.093  0.128  0.094
H  -1.172  -0.646  1.458
Mg  1.425  1.630  0.659

Summary:
highest occupied orbital energy (spin up / spin down) = -14.52 / -14.98 eV
total charge = +2
multiplicity = 2
gap between HOMO and LUMO (spin up / spin down) = 5.886 / 5.844 eV

The following is a quantum chemistry calculation of a molecular structure, C4H4HgLiO5, from the Open Molecules 2025 dataset.

Element x y z (Å)
O  0.489  1.061  1.716
C  0.920  0.031  2.369
O  2.120  -0.059  2.664
O  0.081  -0.904  2.761
C  -1.327  -0.656  3.075
C  -2.214  -0.533  1.850
H  -1.379  0.257  3.686
H  -1.565  -1.519  3.713
H  -3.160  -0.067  2.174
H  -2.513  -1.539  1.517
O  -3.460  -0.989  -1.896
O  -1.868  0.491  -1.208
C  -2.634  -0.173  -1.812
Li  2.432  1.553  1.593
Hg  -1.138  0.873  0.663

Summary:
highest occupied orbital energy = -12.69 eV
total charge = +1
gap between HOMO and LUMO = 7.918 eV

The following is a quantum chemistry calculation of a molecular structure, C4H4HgO4, from the Open Molecules 2025 dataset.

Element x y z (Å)
Hg  0.394  2.149  -0.078
O  -0.352  -0.139  0.947
O  -1.770  1.287  0.034
C  -1.542  0.153  0.538
C  -2.627  -0.875  0.672
C  -2.805  -1.646  -0.656
H  -2.360  -1.559  1.494
H  -3.557  -0.354  0.951
H  -3.078  -0.917  -1.448
H  -1.814  -2.039  -0.968
O  2.460  -1.377  0.999
O  2.145  0.507  -0.248
C  2.017  -0.526  0.328

Summary:
highest occupied orbital energy (spin up / spin down) = -2.56 / -2.56 eV
total charge = -1
multiplicity = 2
gap between HOMO and LUMO (spin up / spin down) = 5.945 / 5.145 eV

The following is a quantum chemistry calculation of a molecular structure, C4H4HgO6, from the Open Molecules 2025 dataset.

Element x y z (Å)
O  1.223  1.533  0.616
C  1.907  0.810  -0.155
O  2.857  1.156  -0.862
Hg  -0.562  2.586  0.949
O  -1.693  0.617  0.688
O  -1.180  -0.226  -1.268
C  -1.585  0.840  -0.564
O  -1.529  1.970  -1.086
O  1.582  -0.523  -0.256
C  0.541  -1.080  0.527
C  -0.737  -1.314  -0.265
H  0.895  -2.056  0.890
H  0.344  -0.443  1.395
H  -1.510  -1.752  0.382
H  -0.553  -2.117  -0.991

Summary:
highest occupied orbital energy (spin up / spin down) = -4.17 / -5.54 eV
total charge = -1
multiplicity = 2
gap between HOMO and LUMO (spin up / spin down) = 7.863 / 7.702 eV

The following is a quantum chemistry calculation of a single C4H4I2 molecule, from the Open Molecules 2025 dataset.

Element x y z (Å)
C  0.615  0.926  0.540
C  0.983  0.622  2.005
C  0.018  0.363  -0.571
C  -0.858  -0.812  -0.682
I  1.318  -1.307  2.747
I  -0.065  1.684  -2.308
H  1.010  2.003  0.486
H  -0.257  -1.478  -1.463
H  -1.802  -0.609  -1.031
H  -0.962  -1.392  0.276

Summary:
highest occupied orbital energy (spin up / spin down) = -8.31 / -8.44 eV
gap between HOMO and LUMO (spin up / spin down) = 6.766 / 6.857 eV

The following is a quantum chemistry calculation of 2 unconnected molecules or ions with the total composition C4H4I2O, from the Open Molecules 2025 dataset.

Element x y z (Å)
C  -0.998  0.345  -1.349
C  1.737  0.787  2.236
C  -0.982  -0.758  -0.159
C  2.072  0.273  1.198
O  -0.199  -0.715  0.704
I  -2.427  -2.268  -0.408
I  2.603  -0.553  -0.633
H  -0.942  -0.149  -2.230
H  -0.370  1.177  -1.173
H  1.480  1.159  3.140
H  -1.973  0.702  -1.325

Summary:
highest occupied orbital energy (spin up / spin down) = -4.44 / -8.55 eV
multiplicity = 3
gap between HOMO and LUMO (spin up / spin down) = 3.748 / 3.894 eV

The following is a quantum chemistry calculation of 2 unconnected molecules or ions with the total composition C4H4INO, from the Open Molecules 2025 dataset.

Element x y z (Å)
C  0.745  -1.775  -0.020
C  0.217  -0.860  -0.611
C  0.821  0.665  1.266
C  -0.558  0.288  -1.151
N  -0.919  1.477  -0.367
O  0.154  0.335  2.145
I  -2.352  1.226  1.013
H  1.490  -2.320  0.397
H  1.908  0.582  0.914
H  -1.433  -0.334  -1.485
H  -0.072  0.717  -2.099

Summary:
highest occupied orbital energy (spin up / spin down) = -8.07 / -8.58 eV
gap between HOMO and LUMO (spin up / spin down) = 7.295 / 8.461 eV

The following is a quantum chemistry calculation of a molecular structure, C4H4LiLuO5, from the Open Molecules 2025 dataset.

Element x y z (Å)
O  -1.549  0.154  1.601
C  -2.441  0.808  0.928
O  -3.501  0.254  0.605
O  -2.255  2.076  0.630
C  -1.413  2.982  1.412
C  0.075  2.789  1.194
H  -1.667  2.836  2.473
H  -1.787  3.962  1.085
H  0.592  3.326  2.008
H  0.405  3.315  0.285
O  3.827  1.835  -1.019
O  2.519  0.398  0.204
C  3.313  0.956  -0.461
Li  -2.791  -1.438  1.359
Lu  0.523  0.553  1.511

Summary:
highest occupied orbital energy = -17.77 eV
total charge = +2
gap between HOMO and LUMO = 8.155 eV

The following is a quantum chemistry calculation of a molecular structure, C4H4LiNaO5, from the Open Molecules 2025 dataset.

Element x y z (Å)
O  -0.056  0.698  -1.823
C  0.234  0.761  -0.531
C  -0.677  1.922  -2.257
O  0.807  -0.117  0.073
O  -0.030  1.956  -0.023
C  -0.466  2.855  -1.059
H  -1.733  1.715  -2.462
H  -0.171  2.260  -3.166
H  -1.384  3.349  -0.725
H  0.327  3.594  -1.222
Na  1.428  -1.895  1.338
O  1.368  -3.792  2.581
C  0.071  -3.591  2.471
O  -0.661  -4.420  3.132
Li  0.943  -5.294  3.672

Summary:
highest occupied orbital energy = -5.30 eV
gap between HOMO and LUMO = 5.311 eV

The following is a quantum chemistry calculation of a molecular structure, C4H4LiO2Rb, from the Open Molecules 2025 dataset.

Element x y z (Å)
H  1.227  1.701  0.000
C  1.387  2.665  -1.955
C  0.665  1.731  -1.051
C  0.667  0.372  -1.606
C  1.138  -0.838  -1.235
O  1.949  -1.095  -0.257
O  0.907  3.682  -2.438
Li  -0.594  4.740  -2.549
Rb  2.690  -3.757  1.902
H  2.414  2.368  -2.247
H  -0.334  2.128  -0.810
H  0.746  -1.704  -1.810

Summary:
highest occupied orbital energy (spin up / spin down) = -9.10 / -8.67 eV
total charge = +1
multiplicity = 2
gap between HOMO and LUMO (spin up / spin down) = 5.513 / 5.082 eV

The following is a quantum chemistry calculation of a gas-phase ion, C4H4N (charge +1), from the Open Molecules 2025 dataset.

Element x y z (Å)
C  2.353  -0.721  0.191
N  1.593  0.165  0.068
C  0.616  0.967  -0.121
C  -0.837  0.339  0.014
C  -2.082  -0.344  0.216
H  2.848  -1.564  -0.055
H  0.786  1.979  -0.504
H  -2.858  -0.033  0.904
H  -2.420  -0.788  -0.713

Summary:
highest occupied orbital energy (spin up / spin down) = -14.58 / -14.58 eV
total charge = +1
SMILES = C#[N+]C=C=C
gap between HOMO and LUMO (spin up / spin down) = 8.458 / 8.457 eV

The following is a quantum chemistry calculation of a gas-phase ion, C4H4N (charge +1), from the Open Molecules 2025 dataset.

Element x y z (Å)
C  -2.261  -0.450  0.058
N  -1.189  -0.837  0.064
C  0.075  -1.114  -0.001
C  0.726  0.051  0.074
C  1.516  1.080  0.006
H  -3.169  0.039  -0.211
H  0.388  -2.170  0.086
H  1.966  1.740  0.715
H  1.949  1.662  -0.791

Summary:
highest occupied orbital energy = -15.19 eV
total charge = +1
SMILES = C#[N+]C=C=C
gap between HOMO and LUMO = 9.863 eV

The following is a quantum chemistry calculation of a single C4H4N2 molecule, from the Open Molecules 2025 dataset.

Element x y z (Å)
C  2.252  -0.306  0.318
C  1.092  0.012  0.251
C  -0.360  0.302  0.251
N  -1.203  -0.895  0.206
C  -0.706  1.315  -0.784
N  -1.055  2.090  -1.571
H  3.282  -0.591  0.403
H  -0.683  0.657  1.223
H  -1.951  -0.840  -0.465
H  -0.668  -1.745  0.168

Summary:
highest occupied orbital energy = -10.12 eV
SMILES = C#C[C@H](N)C#N
gap between HOMO and LUMO = 10.923 eV

The following is a quantum chemistry calculation of a single C4H4N2 molecule, from the Open Molecules 2025 dataset.

Element x y z (Å)
C  1.514  -0.909  0.084
C  2.897  -1.033  -0.150
C  3.575  1.216  -0.086
C  -0.256  0.489  -0.007
N  3.642  0.036  0.163
N  1.128  0.306  -0.091
H  0.823  -1.822  0.310
H  -0.592  0.756  0.894
H  -0.576  1.217  -0.812
H  -0.663  -0.549  -0.055

Summary:
highest occupied orbital energy (spin up / spin down) = -9.21 / -8.84 eV
gap between HOMO and LUMO (spin up / spin down) = 7.743 / 7.535 eV

The following is a quantum chemistry calculation of 3 unconnected molecules or ions with the total composition C4H4N2, from the Open Molecules 2025 dataset.

Element x y z (Å)
C  1.201  1.008  0.002
C  1.850  0.021  -0.214
H  0.956  2.016  0.204
H  2.556  -0.748  -0.380
C  -1.856  -0.054  0.213
C  -1.254  0.948  -0.064
H  -2.522  -0.847  0.428
H  -1.053  1.952  -0.324
N  0.576  -2.117  -0.104
N  -0.477  -2.133  0.218

Summary:
highest occupied orbital energy = -9.52 eV
SMILES = C#C.C#C.N#N
gap between HOMO and LUMO = 10.727 eV

The following is a quantum chemistry calculation of a single C4H4N2 molecule, from the Open Molecules 2025 dataset.

Element x y z (Å)
C  -1.318  1.316  0.630
C  -1.394  2.660  0.355
C  0.365  2.334  -0.279
C  0.549  -0.205  -0.164
N  -0.454  3.347  -0.265
N  -0.045  1.116  0.232
H  -1.825  0.448  0.889
H  0.150  -0.326  -1.233
H  1.612  -0.136  -0.248
H  0.223  -1.045  0.406

Summary:
highest occupied orbital energy (spin up / spin down) = -8.42 / -8.50 eV
multiplicity = 3
gap between HOMO and LUMO (spin up / spin down) = 9.219 / 7.178 eV

The following is a quantum chemistry calculation of a single C4H4N2O molecule, from the Open Molecules 2025 dataset.

Element x y z (Å)
O  -2.477  -1.280  0.068
C  -1.860  -0.237  0.060
C  -0.411  -0.043  0.100
C  0.171  1.190  -0.068
N  1.523  1.103  -0.180
C  1.777  -0.183  -0.073
N  0.658  -0.930  0.102
H  -2.384  0.742  -0.024
H  -0.358  2.133  -0.122
H  2.769  -0.613  -0.132
H  0.660  -1.927  0.259

Summary:
highest occupied orbital energy = -9.58 eV
SMILES = O=Cc1cnc[nH]1
gap between HOMO and LUMO = 9.957 eV

The following is a quantum chemistry calculation of a single C4H4N2O molecule, from the Open Molecules 2025 dataset.

Element x y z (Å)
C  0.560  1.324  0.140
N  1.474  0.409  0.104
N  1.438  -0.915  -0.156
C  0.224  -1.430  -0.050
C  -0.858  -0.487  0.445
O  -2.095  -0.126  -0.108
C  -0.760  0.820  -0.335
H  0.912  2.548  0.103
H  0.285  -2.429  -0.432
H  -0.831  -0.297  1.680
H  -0.348  0.584  -1.390

Summary:
highest occupied orbital energy = -9.59 eV
SMILES = C1=NN=C[C@@H]2O[C@@H]12
gap between HOMO and LUMO = 9.246 eV

no.,electronic energy (Ha)
1,-1105.67233
2,-1105.73073
3,-665.61055
4,-691.71406
5,-609.18793
6,-759.73437
7,-750.02447
8,-825.12460
9,-582.25526
10,-1773.54578
11,-700.90197
12,-336.59768
13,-209.08719
14,-209.14578
15,-264.23115
16,-264.09590
17,-264.16456
18,-264.09630
19,-339.57095
20,-339.29025